ORCA calculation (ωB97M-V/def2-TZVPD) on 2 unconnected molecules or ions with the total composition C5H10O2 at a distorted geometry.

Properties
SMILES: CC(=O)O.C=CC
electronic energy: -9441.2767 eV
HOMO: -9.22 eV
ΔE to the lowest compared entry with this formula, charge and spin: 170.43 kJ/mol
frontier orbital gap: 10.0 eV

Each line ends with the natural charge from an NBO analysis.
Element x y z (Å)
O  0.90211  -1.02534  -1.57166  -0.702
O  -1.25266  -0.50027  -1.23747  -0.584
C  -0.78669  1.38996  1.24091  -0.654
C  -0.26564  -1.09380  -0.88236  0.814
C  -0.16172  -2.03908  0.26696  -0.738
C  1.27715  1.24800  -0.17702  -0.419
C  0.00795  1.60367  -0.01308  -0.171
H  -0.50911  2.11667  -0.82379  0.203
H  -1.12541  -2.53345  0.38330  0.242
H  0.62974  -2.76545  0.07122  0.236
H  -1.79834  1.02198  1.03803  0.225
H  -0.88016  2.34641  1.76699  0.221
H  -0.29073  0.68480  1.91821  0.199
H  1.82762  0.70560  0.59114  0.184
H  0.53497  -1.14656  -2.45493  0.494
H  0.07813  -1.48328  1.17431  0.246
H  1.81877  1.47267  -1.08961  0.203

Atoms 1-6, force components in eV/Å:
O -0.394 -0.811 -0.660
O 0.242 -0.681 -0.001
C 0.010 0.010 0.102
C -0.572 0.012 0.312
C -0.086 -0.070 0.254
C -0.047 0.430 0.209